C9H14O | the ωB97M-V functional and the def2-TZVPD basis

```
24
Properties=species:S:1:pos:R:3:forces:R:3
C -0.0657 -1.0899 3.2883 -1.32 0.26 1.19
C 1.0400 -0.0943 3.5764 0.12 -0.55 1.09
O -1.2530 -0.8635 4.1289 0.47 0.18 -0.45
H -0.3768 -1.0080 2.2513 0.17 -0.44 -0.18
H 0.1874 -2.1014 3.5927 0.42 -0.11 -0.53
H 0.9355 0.3582 4.5679 -0.63 0.17 -0.17
H -1.9117 -0.4411 3.5762 -0.13 0.12 -0.01
H 1.0583 0.6775 2.8168 0.59 0.04 -0.04
H 1.9558 -0.6636 3.7691 0.32 0.35 -0.99
C -1.9169 -0.0446 -0.8487 -0.10 0.36 0.61
C 0.6332 -0.1803 -3.6907 0.31 -0.35 -0.21
C 1.6680 0.6154 -3.2498 -1.09 0.02 0.18
C -0.5710 -0.4763 -2.9459 0.59 0.82 -0.68
C -0.7218 0.2502 -1.6985 0.27 -0.25 -0.11
C 1.4627 1.3241 -2.0326 0.56 -0.06 0.61
C 0.3068 1.0473 -1.2643 -0.29 0.42 -0.11
H 0.7109 -0.6463 -4.6740 0.12 0.00 0.03
H 2.5693 0.7858 -3.8259 -0.02 -0.12 -0.17
H -1.4200 -0.6475 -3.6176 -0.22 -0.30 0.55
H 2.2210 1.9804 -1.6163 0.02 -0.04 -0.09
H -2.1897 0.7526 -0.1441 0.17 0.31 -0.28
H -1.7339 -0.8881 -0.1649 -0.22 -0.42 -0.44
H 0.2019 1.5690 -0.3115 -0.05 -0.09 0.04
H -2.7902 -0.2155 -1.4829 -0.04 -0.32 0.16
```
Positions in Å, forces in eV/Å.

Output
HOMO-LUMO gap (alpha / beta)   2.63 / 6.45 eV
Strongest force on any atom   1.800 eV Å⁻¹
Multiplicity   2
Molecular weight   138.21 g mol⁻¹
Calculated total energy   -426.49232 a.u.
Total charge   -1
Energy above the lowest of the compared OMol25 structures with the same formula, charge and spin   84.0 kJ/mol
⟨S²⟩   0.762

Table of Mulliken atomic charges, one value per atom, all in e: C 0.1550; C -0.9175; O -0.5549; H -0.0462; H 0.2252; H 0.2952; H 0.3022; H 0.2648; H 0.2725; C -1.2688; C -0.2162; C -0.5540; C -1.0987; C 1.1236; C -0.6213; C -0.3903; H 0.2888; H 0.3511; H -0.0039; H 0.3224; H 0.3301; H 0.1445; H 0.2721; H 0.3243

***

C9H14O | the ωB97M-V functional and the def2-TZVPD basis

```
24
Properties=species:S:1:pos:R:3:forces:R:3
C -1.8825 -1.7975 -2.1427 -1.06 -1.44 -0.46
C -0.6418 -1.0657 -1.8130 -0.14 0.73 -1.02
C -0.6936 0.2923 -2.1100 1.85 0.15 0.61
C 0.4616 1.0705 -1.8547 -0.55 0.38 -0.39
C 1.4802 0.5173 -1.1172 1.69 -0.90 2.56
O 2.5731 1.0926 -0.4423 -0.69 2.67 -0.38
C 1.5080 -0.8278 -0.7469 -1.86 -0.44 -1.76
C 0.5382 -1.6300 -1.3059 -0.80 -1.30 1.01
H -1.6971 -2.7503 -2.6680 0.05 0.22 0.29
H -2.5411 -1.2280 -2.8187 0.33 -0.06 0.32
H -2.4862 -2.0407 -1.2552 0.23 0.03 -0.12
H -1.5875 0.7567 -2.5154 0.22 -0.15 -0.11
H 0.5313 2.0704 -2.2739 -0.02 0.09 0.47
H 2.3685 2.0107 -0.1068 0.22 -1.40 -0.82
H 2.1276 -1.3080 -0.0254 1.05 0.39 0.10
H 0.6438 -2.7304 -1.1190 -0.54 1.03 -0.26
C 0.6430 1.1406 3.0399 1.23 0.61 1.37
C -0.8237 0.7567 3.0775 -1.37 -0.10 -2.22
H 1.0014 1.9153 3.7702 -0.92 -0.38 -0.38
H 1.2554 0.2849 3.3882 -0.03 0.29 -1.03
H 0.9136 1.5802 2.0637 0.19 -0.77 0.36
H -1.5056 1.4461 3.6101 0.46 -0.27 -0.32
H -1.0450 -0.2680 3.4065 0.38 0.35 0.30
H -1.1413 0.7122 1.9591 0.07 0.24 1.87
```
Positions in Å, forces in eV/Å.

Output
HOMO-LUMO gap   9.32 eV
Strongest force on any atom   3.200 eV Å⁻¹
Molecular weight   138.21 g mol⁻¹
SMILES   Cc1ccc(O)cc1.CC
Calculated total energy   -426.52112 a.u.
Energy above the lowest of the compared OMol25 structures with the same formula, charge and spin   135.7 kJ/mol

Table of Mulliken atomic charges, one value per atom, all in e: C -1.2646; C 0.8107; C -0.4727; C -0.7980; C 0.5329; O -0.5339; C -0.2642; C -0.6566; H 0.3375; H 0.3341; H 0.2560; H 0.3283; H 0.3804; H 0.3226; H 0.4305; H 0.2542; C -0.5819; C -0.7263; H 0.3323; H 0.2573; H 0.0326; H 0.2633; H 0.2656; H 0.1598

***

C9H14O | the ωB97M-V functional and the def2-TZVPD basis

```
24
Properties=species:S:1:pos:R:3:forces:R:3
C 0.5203 -0.7168 2.7396 -1.35 1.18 0.87
C -0.3814 -0.4172 1.5522 1.11 -1.12 -0.26
C -0.2270 -1.2439 0.4150 -0.77 0.79 1.12
C -1.0795 -1.1038 -0.6573 0.02 -1.12 -0.05
C -2.1407 -0.2022 -0.6110 -0.30 -0.56 -0.49
O -3.1807 -0.2637 -1.5079 0.23 0.86 0.59
C -2.2530 0.6452 0.4459 0.15 0.28 2.03
C -1.3888 0.5194 1.5617 -0.30 0.34 -1.21
H 1.5810 -0.8104 2.5523 0.11 -0.06 -0.34
H 0.1586 -1.5688 3.3214 0.14 -0.26 -0.33
H 0.3585 0.1210 3.4315 0.45 -0.07 0.03
H 0.4355 -2.0835 0.5632 0.29 -0.03 -0.65
H -1.0494 -1.8879 -1.4123 -0.03 0.32 -0.22
H -2.9467 -0.8790 -2.1841 0.15 -0.65 -0.81
H -3.1153 1.2742 0.6090 -0.09 0.16 -0.53
H -1.5760 1.1933 2.3862 0.19 -0.14 0.23
C 2.6647 0.5084 -1.6637 -0.93 -0.89 0.19
C 1.3798 1.3422 -1.6157 1.60 1.09 -0.79
H 3.0705 0.3769 -0.6594 0.18 0.26 -0.04
H 2.3778 -0.5038 -1.9767 0.44 0.07 -0.20
H 3.4175 0.9290 -2.3229 0.06 -0.10 -0.08
H 0.7718 1.0272 -0.7796 -0.37 0.41 -0.01
H 1.7336 2.3880 -1.6136 -0.55 -0.09 0.95
H 0.8687 1.3561 -2.5737 -0.45 -0.69 -0.01
```
Positions in Å, forces in eV/Å.

Output
HOMO-LUMO gap   9.41 eV
Strongest force on any atom   2.095 eV Å⁻¹
Molecular weight   138.21 g mol⁻¹
SMILES   Cc1ccc(O)cc1.CC
Calculated total energy   -426.55036 a.u.
Energy above the lowest of the compared OMol25 structures with the same formula, charge and spin   58.9 kJ/mol

Table of Mulliken atomic charges, one value per atom, all in e: C -1.4804; C 0.7219; C -0.7435; C -0.5049; C 0.8943; O -0.5401; C -0.6194; C -0.4634; H 0.3480; H 0.3169; H 0.3747; H 0.4118; H 0.2659; H 0.2871; H 0.3844; H 0.3405; C -0.9207; C -0.5441; H 0.2466; H 0.2412; H 0.3560; H 0.0308; H 0.3359; H 0.2605

***

C9H14O | the ωB97M-V functional and the def2-TZVPD basis

```
24
Properties=species:S:1:pos:R:3:forces:R:3
C -0.4890 -2.2930 -1.9622 0.15 0.47 0.47
C 0.0082 -1.3602 -0.8730 -0.43 -0.55 -0.01
C 1.2068 -0.6611 -0.9816 -0.40 -0.69 0.32
C 1.7345 -0.0593 0.1492 0.68 0.19 -0.17
C 1.0222 0.0254 1.3367 -0.46 0.23 -0.49
O 1.4446 0.7661 2.4030 0.12 -0.16 0.13
C -0.2331 -0.5590 1.4003 -0.31 0.19 0.17
C -0.7146 -1.2764 0.3167 0.32 -0.10 -0.02
H -1.5286 -2.5501 -1.7796 -0.23 0.22 -0.25
H -0.3504 -1.8210 -2.9323 -0.14 -0.26 -0.21
H 0.0320 -3.2487 -1.9170 0.30 0.07 -0.18
H 1.7045 -0.6497 -1.9453 0.30 -0.03 0.22
H 2.7541 0.3068 0.1200 -0.03 0.38 -0.08
H 2.2054 1.2969 2.1468 0.02 -0.07 -0.01
H -0.8498 -0.3855 2.2759 0.12 -0.19 0.03
H -1.6655 -1.7969 0.3855 0.05 0.13 0.06
C -2.1882 2.3446 -0.1370 -0.28 -1.28 0.20
C -1.0169 2.1009 -1.0693 0.14 0.02 -0.34
H -1.8724 2.1241 0.8830 0.06 0.61 0.20
H -2.6803 3.3043 -0.2388 0.23 0.30 0.13
H -2.9690 1.5895 -0.2725 -0.04 0.03 -0.36
H -0.2266 2.8261 -0.8809 0.13 0.00 -0.04
H -1.2779 2.1644 -2.1236 -0.21 0.28 -0.12
H -0.5956 1.0984 -0.9727 -0.11 0.22 0.35
```
Positions in Å, forces in eV/Å.

Output
HOMO-LUMO gap   9.30 eV
Strongest force on any atom   1.329 eV Å⁻¹
Molecular weight   138.21 g mol⁻¹
SMILES   Cc1ccc(O)cc1.CC
Calculated total energy   -426.56295 a.u.
Energy above the lowest of the compared OMol25 structures with the same formula, charge and spin   25.8 kJ/mol

Table of Mulliken atomic charges, one value per atom, all in e: C -1.4697; C 0.6506; C -0.6900; C -0.4082; C 0.7702; O -0.5474; C -0.5078; C -0.5026; H 0.3525; H 0.3523; H 0.3152; H 0.3798; H 0.3085; H 0.2871; H 0.4032; H 0.2568; C -0.9668; C -0.4558; H 0.2461; H 0.3396; H 0.2686; H 0.2623; H 0.3677; H -0.0123